1.
This record from the OMol25 dataset describes a cluster of 4 separate species, C21H43FN3O16PS3 in total. The level of theory is the ωB97M-V functional and the def2-TZVPD basis.

Results
HOMO level, eV: -8.95
Total energy, eV: -104212.5915
Structure (SMILES): CCOC(=O)CCC[C@H]1C(=O)N[C@@H](C(=O)NC(=O)F)[C@H]1P(=N)(O)O.CCOS(C)(=O)=O.CCOS(C)(=O)=O.CCOS(C)(=O)=O
Gap between HOMO and LUMO, eV: 8.832

```
! wB97M-V def2-TZVPD RIJCOSX def2/J DEFGRID3
* xyz 0 1
C -4.22 2.64 3.13
C -3.66 3.83 2.15
O -2.38 3.38 1.64
C -2.14 3.84 0.32
O -2.69 4.86 -0.20
C -1.10 3.04 -0.66
C -1.98 2.35 -1.82
C -2.04 0.73 -1.71
C -2.43 0.21 -0.25
C -3.78 -0.64 -0.03
O -4.72 -0.87 -0.84
N -3.63 -1.16 1.38
C -2.27 -0.90 1.91
C -1.55 -1.96 2.87
O -2.07 -2.99 3.38
N -0.12 -1.69 3.21
C 0.19 -2.21 4.56
O 0.58 -3.40 4.63
F -0.03 -1.35 5.67
C -1.42 -0.83 0.51
P -1.18 -2.56 -0.31
N 0.17 -3.26 0.23
O -1.05 -2.43 -2.01
O -2.48 -3.61 0.03
H -3.94 2.88 4.22
H -5.36 2.53 2.99
H -3.69 1.65 2.85
H -4.47 3.95 1.34
H -3.54 4.79 2.76
H -0.44 2.33 -0.06
H -0.40 3.87 -1.06
H -3.06 2.73 -1.83
H -1.52 2.63 -2.84
H -2.75 0.27 -2.49
H -0.98 0.36 -1.98
H -2.50 1.04 0.55
H -4.41 -0.81 1.97
H -2.09 0.11 2.47
H -0.02 -0.66 3.16
H -0.49 -0.18 0.65
H 0.64 -2.64 0.92
H -1.45 -3.29 -2.34
H -2.69 -3.65 0.99
C 2.02 0.58 6.68
C 1.04 1.52 7.34
O 1.68 2.70 7.82
S 2.05 3.87 6.76
C 2.40 5.14 7.94
O 0.86 4.22 6.03
O 3.27 3.51 6.09
H 2.41 1.01 5.75
H 1.55 -0.37 6.44
H 2.88 0.40 7.33
H 0.21 1.77 6.67
H 0.60 1.03 8.21
H 1.49 5.37 8.49
H 2.74 6.02 7.39
H 3.18 4.79 8.61
C 1.63 -1.16 -7.39
C 0.35 -0.38 -7.65
O -0.80 -1.22 -7.57
S -1.36 -1.62 -6.10
C -2.92 -2.27 -6.64
O -1.59 -0.42 -5.34
O -0.57 -2.71 -5.59
H 1.68 -1.49 -6.35
H 2.50 -0.53 -7.59
H 1.68 -2.05 -8.02
H 0.26 0.47 -6.97
H 0.38 0.02 -8.67
H -3.50 -1.46 -7.08
H -3.44 -2.66 -5.76
H -2.75 -3.06 -7.36
C 6.81 -2.05 -3.35
C 5.53 -1.28 -3.62
O 4.38 -2.12 -3.54
S 3.82 -2.51 -2.07
C 2.26 -3.16 -2.60
O 3.59 -1.30 -1.32
O 4.61 -3.59 -1.54
H 6.86 -2.38 -2.31
H 7.69 -1.43 -3.55
H 6.86 -2.95 -3.97
H 5.44 -0.42 -2.95
H 5.56 -0.89 -4.64
H 1.68 -2.35 -3.05
H 1.74 -3.55 -1.72
H 2.43 -3.96 -3.31
*
```


2.
This record from the OMol25 dataset describes a structure of composition C21H43GaNO7S5. The level of theory is the ωB97M-V functional and the def2-TZVPD basis.

Results
HOMO level, eV: -4.58
Total energy, eV: -144847.7086
Gap between HOMO and LUMO, eV: 6.452

```
! wB97M-V def2-TZVPD RIJCOSX def2/J DEFGRID3
* xyz -1 1
C -3.11 1.42 -2.76
Ga -2.72 1.38 -4.77
C -2.32 -0.52 -5.41
C -3.53 -1.47 -5.39
C -4.02 -1.86 -3.99
S -3.39 -3.42 -3.23
C -1.75 -3.58 -3.94
S -1.47 -4.60 -5.18
N -0.81 -2.77 -3.36
C 0.54 -2.85 -3.91
C 1.35 -1.72 -3.33
O 1.55 -1.90 -1.94
C 0.31 -1.91 -1.26
C -0.77 -2.81 -1.88
H -4.13 1.06 -2.55
H -2.42 0.75 -2.22
H -3.01 2.43 -2.36
H -3.99 1.93 -5.61
H -1.39 2.28 -5.06
H -1.51 -0.96 -4.84
H -1.98 -0.44 -6.45
H -3.38 -2.38 -5.99
H -4.38 -0.95 -5.86
H -5.09 -2.05 -4.01
H -3.83 -1.04 -3.29
H 0.49 -2.77 -4.99
H 0.99 -3.82 -3.65
H 2.33 -1.65 -3.80
H 0.80 -0.77 -3.50
H 0.51 -2.31 -0.26
H -0.07 -0.89 -1.16
H -1.73 -2.47 -1.51
H -0.63 -3.85 -1.55
C 5.89 -1.68 1.36
C 5.04 -1.53 0.10
C 3.57 -1.39 0.54
S 3.63 -0.64 2.17
O 3.12 -1.59 3.13
O 3.10 0.70 2.14
C 5.41 -0.60 2.32
H 6.95 -1.58 1.15
H 5.72 -2.66 1.81
H 5.34 -0.63 -0.45
H 5.15 -2.38 -0.57
H 2.99 -0.76 -0.12
H 3.09 -2.36 0.65
H 5.67 -0.77 3.37
H 5.73 0.40 2.01
C 2.64 -1.84 8.67
C 1.96 -1.54 7.33
C 2.99 -0.85 6.43
S 4.60 -1.46 6.97
O 5.36 -0.36 7.52
O 5.19 -2.30 5.96
C 3.98 -2.47 8.32
H 2.04 -2.51 9.29
H 2.80 -0.92 9.23
H 1.63 -2.47 6.87
H 1.08 -0.91 7.45
H 2.87 -1.09 5.37
H 3.00 0.23 6.57
H 4.72 -2.44 9.12
H 3.87 -3.48 7.94
C -4.90 5.40 0.25
C -5.52 6.45 -0.67
C -4.42 6.94 -1.62
S -3.28 5.55 -1.81
O -2.01 5.94 -1.23
O -3.37 5.01 -3.13
C -4.11 4.46 -0.65
H -5.66 4.86 0.82
H -4.22 5.88 0.97
H -6.33 6.00 -1.24
H -5.95 7.29 -0.11
H -4.79 7.19 -2.61
H -3.85 7.76 -1.21
H -3.36 3.86 -0.15
H -4.76 3.81 -1.24
*
```


3.
This record from the OMol25 dataset describes a cluster of 2 separate species, C21H43INO10S2Si in total. The level of theory is the ωB97M-V functional and the def2-TZVPD basis.

Results
HOMO level, eV: -4.79
Total energy, eV: -82078.8237
Gap between HOMO and LUMO, eV: 6.163

```
! wB97M-V def2-TZVPD RIJCOSX def2/J DEFGRID3
* xyz -1 1
C 2.96 5.07 2.86
C 2.98 3.40 2.78
C 2.16 2.97 1.38
I 3.65 3.32 -0.25
C 1.70 1.38 1.48
O 0.96 1.14 2.72
S 1.50 -0.48 3.09
O 1.78 -0.59 4.64
O 0.24 -1.48 2.70
C -0.43 -1.22 1.38
C -1.72 -0.29 1.73
C -2.00 -0.18 3.38
C -3.53 0.47 3.50
N -3.63 1.06 4.92
Si -1.25 -3.02 1.20
C -1.76 -3.79 2.88
C 0.24 -4.12 0.55
C -2.58 -3.09 -0.18
C 0.53 -0.79 0.16
C 0.13 -1.19 -1.36
C 1.42 -1.19 -2.44
C 2.52 -2.35 -2.08
S 4.28 -1.74 -1.88
O 5.21 -2.89 -2.45
O 4.61 -1.68 -0.35
O 4.65 -0.31 -2.73
C 1.02 0.78 0.11
C -0.04 1.85 -0.53
C 0.45 2.58 -1.92
C -0.95 2.97 -2.75
C -1.40 1.79 -3.81
O -0.35 1.49 -4.81
H 2.88 5.40 4.00
H 3.94 5.51 2.39
H 1.97 5.51 2.35
H 2.42 3.04 3.75
H 4.06 2.96 2.82
H 1.25 3.72 1.32
H 2.73 0.78 1.60
H -1.69 0.82 1.38
H -2.74 -0.74 1.31
H -2.06 -1.22 3.91
H -1.29 0.59 3.91
H -4.28 -0.45 3.49
H -3.75 1.27 2.68
H -4.48 0.61 5.40
H -2.82 0.66 5.47
H -2.03 -4.92 2.72
H -2.75 -3.23 3.25
H -0.96 -3.61 3.73
H 0.26 -4.17 -0.63
H 1.23 -3.64 0.98
H 0.10 -5.17 1.05
H -2.82 -2.01 -0.63
H -2.20 -3.72 -1.12
H -3.60 -3.61 0.14
H 1.56 -1.38 0.35
H -0.28 -2.27 -1.55
H -0.67 -0.48 -1.88
H 1.86 -0.12 -2.61
H 0.93 -1.51 -3.47
H 2.24 -2.90 -1.06
H 2.45 -3.20 -2.91
H 5.60 -0.09 -2.44
H 1.94 0.81 -0.65
H -0.34 2.74 0.21
H -1.10 1.35 -0.79
H 1.07 1.91 -2.65
H 0.98 3.63 -1.74
H -0.80 3.97 -3.33
H -1.86 3.06 -1.98
H -1.79 0.80 -3.30
H -2.33 2.21 -4.44
H -0.34 0.48 -4.99
C -3.39 -0.63 -5.66
O -4.06 0.10 -6.43
O -2.31 -1.10 -6.27
O -3.58 -0.97 -4.47
H -2.54 -0.63 -7.09
*
```


4.
This record from the OMol25 dataset describes a structure of composition C21H43N2O18S5. The level of theory is the ωB97M-V functional and the def2-TZVPD basis.

Results
HOMO level, eV: -5.74
Total energy, eV: -116486.1848
Gap between HOMO and LUMO, eV: 7.828

```
! wB97M-V def2-TZVPD RIJCOSX def2/J DEFGRID3
* xyz -1 1
C 0.69 0.28 1.01
C 0.45 -1.11 1.59
N 1.01 -2.17 0.70
C -0.02 -2.92 -0.02
C 0.51 -3.58 -1.31
C 1.99 -2.94 1.33
S 1.83 -4.46 1.90
S 3.56 -2.09 1.55
C 4.30 -2.42 -0.08
C 5.37 -1.39 -0.46
C 5.11 -0.58 -1.73
S 4.35 0.98 -1.38
O 3.05 0.73 -0.82
O 5.31 1.68 -0.55
N 4.32 1.66 -2.84
S 2.94 2.01 -3.47
O 2.10 2.95 -2.77
O 3.17 2.31 -4.88
S 1.72 0.21 -3.65
C 1.06 0.33 -5.29
O 0.61 0.28 -2.73
O 2.58 -0.95 -3.60
H 1.72 0.58 1.19
H -0.01 1.02 1.41
H 0.61 0.23 -0.08
H 0.97 -1.17 2.55
H -0.62 -1.27 1.75
H -0.77 -2.18 -0.31
H -0.51 -3.66 0.62
H 1.49 -3.15 -1.53
H 0.60 -4.66 -1.19
H -0.13 -3.33 -2.15
H 3.53 -2.53 -0.84
H 4.80 -3.39 0.02
H 5.61 -0.72 0.37
H 6.29 -1.95 -0.66
H 6.05 -0.33 -2.22
H 4.49 -1.14 -2.43
H 0.69 -0.68 -5.49
H 1.84 0.62 -5.98
H 0.24 1.05 -5.26
C -2.09 8.09 -5.75
O -1.16 7.04 -5.99
C -0.33 6.79 -4.96
O -0.35 7.39 -3.92
O 0.47 5.81 -5.31
C 1.43 5.41 -4.30
H -2.69 8.19 -6.65
H -2.74 7.85 -4.91
H -1.57 9.03 -5.56
H 0.92 5.05 -3.41
H 2.08 6.25 -4.05
H 2.01 4.60 -4.73
C -1.51 -3.01 6.84
O -0.92 -2.09 5.92
C -0.27 -1.08 6.49
O -0.16 -0.90 7.68
O 0.23 -0.31 5.53
C 0.97 0.84 5.98
H -2.00 -3.77 6.23
H -0.75 -3.47 7.46
H -2.25 -2.51 7.46
H 1.83 0.53 6.56
H 0.33 1.51 6.56
H 1.30 1.34 5.07
C -2.47 0.99 7.74
O -2.54 2.31 7.19
C -3.76 2.73 6.88
O -4.78 2.10 7.02
O -3.68 3.96 6.38
C -4.93 4.53 5.99
H -1.42 0.79 7.94
H -3.04 0.93 8.67
H -2.85 0.26 7.02
H -5.59 4.61 6.85
H -5.40 3.93 5.21
H -4.70 5.52 5.60
C -2.74 -7.45 -4.92
O -3.78 -6.48 -4.86
C -3.38 -5.28 -4.42
O -2.26 -4.99 -4.09
O -4.44 -4.47 -4.41
C -4.14 -3.14 -3.95
H -3.20 -8.37 -5.28
H -1.95 -7.14 -5.60
H -2.32 -7.63 -3.93
H -3.40 -2.67 -4.60
H -3.77 -3.16 -2.93
H -5.07 -2.59 -4.00
*
```


5.
This record from the OMol25 dataset describes a structure of composition C21H43N2OP3PmS. The level of theory is the ωB97M-V functional and the def2-TZVPD basis.

Results
HOMO level (alpha / beta), eV: -15.24 / -15.27
Total energy, eV: -82732.8514
Gap between HOMO and LUMO (alpha / beta), eV: 4.830 / 4.996
Relative energy (zero: lowest compared OMol25 entry of this formula, charge and spin), kJ/mol: 130.69

```
! wB97M-V def2-TZVPD RIJCOSX def2/J DEFGRID3
* xyz 3 5
Pm 1.55 0.31 -0.01
P 2.63 3.36 -0.61
P 0.02 0.17 -2.43
P 1.40 -0.69 2.75
H 0.27 -4.27 -2.33
C 0.23 -4.37 -1.23
C -0.85 -4.06 -0.53
H -1.78 -3.71 -1.01
C 4.01 3.25 -1.79
C 1.27 4.41 -1.21
C 3.28 3.83 1.02
C -0.96 -1.32 -2.84
C -1.23 1.48 -2.77
C 1.05 0.32 -3.95
C 0.70 -2.35 3.09
C 0.57 0.26 4.09
C 3.07 -0.88 3.49
H 1.15 -4.74 -0.75
H -0.91 -4.21 0.56
H 4.52 4.23 -1.98
H 3.66 2.89 -2.78
H 4.81 2.58 -1.43
H 1.46 5.47 -1.24
H 0.44 4.23 -0.54
H 0.99 4.04 -2.19
H 3.76 4.83 1.05
H 4.04 3.11 1.35
H 2.46 3.84 1.75
H -0.82 -1.55 -3.91
H -2.02 -1.12 -2.66
H -0.66 -2.19 -2.24
H -1.18 1.75 -3.84
H -1.03 2.37 -2.16
H -2.23 1.11 -2.54
H 0.45 0.74 -4.76
H 1.42 -0.68 -4.24
H 1.91 0.97 -3.76
H 1.28 -2.86 3.87
H 0.74 -2.96 2.17
H -0.34 -2.27 3.42
H 0.76 -0.20 5.07
H -0.51 0.29 3.91
H 0.94 1.29 4.09
H 3.00 -1.41 4.45
H 3.52 0.11 3.65
H 3.72 -1.44 2.81
C 4.30 -1.45 -0.30
C 5.28 -0.58 -0.88
C 6.63 -0.90 -0.77
C 7.02 -2.03 -0.02
C 6.07 -2.83 0.61
C 4.72 -2.56 0.48
O 2.99 -1.28 -0.42
H 1.48 2.42 -0.30
H 4.92 0.32 -1.42
H 7.39 -0.27 -1.28
H 8.06 -2.26 0.06
H 6.37 -3.70 1.22
H 3.92 -3.13 0.94
C -3.58 2.47 0.18
N -3.07 1.11 0.35
C -3.75 -0.05 0.01
C -2.95 -1.09 0.30
N -1.76 -0.57 0.76
C -1.82 0.80 0.76
S -0.56 1.91 1.15
H -3.31 3.08 1.04
H -3.17 2.93 -0.73
H -4.67 2.40 0.08
H -4.76 -0.01 -0.39
H -3.09 -2.16 0.21
H -0.99 -1.11 1.17
*
```


6.
This record from the OMol25 dataset describes a structure of composition C21H43N2P3SSeV. The level of theory is the ωB97M-V functional and the def2-TZVPD basis.

Results
HOMO level (alpha / beta), eV: -15.52 / -15.52
Total energy, eV: -155164.1424
Gap between HOMO and LUMO (alpha / beta), eV: 4.096 / 4.888

```
! wB97M-V def2-TZVPD RIJCOSX def2/J DEFGRID3
* xyz 3 3
V 0.00 -0.36 0.26
P -1.21 -2.25 1.06
P 1.60 -0.61 2.01
P 1.35 -1.64 -1.12
H -2.76 3.63 -5.67
C -2.94 2.72 -6.25
C -3.55 1.67 -5.66
H -4.10 1.83 -4.72
C -2.67 -1.99 2.15
C -0.50 -3.70 1.94
C -1.99 -3.00 -0.41
C 2.80 0.76 2.23
C 0.86 -0.69 3.69
C 2.71 -2.08 2.11
C 0.78 -1.57 -2.85
C 1.72 -3.44 -0.97
C 3.02 -0.90 -1.35
H -2.67 2.76 -7.31
H -3.50 0.66 -6.07
H -3.32 -1.20 1.74
H -2.37 -1.70 3.16
H -3.23 -2.93 2.20
H -0.09 -3.42 2.92
H 0.29 -4.18 1.35
H -1.31 -4.43 2.10
H -2.56 -2.23 -0.95
H -2.68 -3.78 -0.06
H -1.25 -3.43 -1.08
H 3.56 0.45 2.95
H 2.29 1.65 2.60
H 3.27 1.01 1.28
H 1.61 -1.11 4.38
H -0.03 -1.33 3.71
H 0.58 0.31 4.03
H 3.32 -1.97 3.01
H 3.37 -2.15 1.24
H 2.12 -3.00 2.19
H 1.53 -2.04 -3.50
H 0.63 -0.52 -3.15
H -0.18 -2.10 -2.95
H 2.36 -3.74 -1.80
H 0.80 -4.04 -1.01
H 2.23 -3.68 -0.03
H 3.49 -1.36 -2.23
H 3.67 -1.02 -0.47
H 2.93 0.18 -1.55
C 0.58 2.58 -2.13
C -0.71 2.27 -2.52
C -1.01 2.27 -3.88
C -0.07 2.66 -4.83
C 1.21 3.05 -4.42
C 1.54 3.01 -3.06
Se 1.10 2.19 -0.33
H 1.37 0.67 -0.67
H -1.44 1.95 -1.78
H -2.00 1.96 -4.20
H -0.33 2.65 -5.90
H 1.94 3.37 -5.17
H 2.55 3.24 -2.72
C -2.44 1.05 4.44
N -1.45 1.97 3.91
C -0.69 2.86 4.65
C 0.19 3.46 3.81
N -0.05 2.93 2.55
C -1.03 1.98 2.61
S -1.70 1.07 1.33
H -3.23 0.88 3.71
H -1.98 0.08 4.69
H -2.86 1.48 5.35
H -0.87 3.02 5.70
H 0.97 4.19 3.99
H 0.45 3.14 1.68
*
```